[1]
ORCA calculation (wB97M-V/def2-TZVPD) on a molecular structure, C44H59BrCl2N3O3PtSb.

ΔE to the lowest compared entry with this formula, charge and spin: 1.129 eV
Calculated total energy: -5955.3195 Ha
HOMO-LUMO gap (spin up / spin down): 7.306 / 2.115 eV
Total charge: +2
Spin multiplicity: 5

Element x y z (Å)
Pt: 0.71 0.84 -0.67
Br: -1.29 1.80 1.17
C: -1.78 3.16 -0.11
C: -2.61 4.15 0.32
C: -3.00 5.15 -0.57
C: -2.58 5.11 -1.87
C: -1.75 4.08 -2.34
C: -1.35 4.01 -3.69
C: -0.52 3.01 -4.12
C: -0.06 2.04 -3.23
C: -0.39 2.07 -1.89
C: -1.29 3.07 -1.43
H: -2.96 4.16 1.34
H: -3.64 5.95 -0.22
H: -2.89 5.88 -2.57
H: -1.72 4.76 -4.37
H: -0.22 2.96 -5.16
H: 0.59 1.26 -3.61
C: -4.18 -1.04 2.46
C: -3.84 -2.51 2.54
C: -4.39 -3.15 3.80
C: -4.30 -3.25 1.30
Sb: -1.50 -2.60 2.56
C: -0.67 -1.76 4.58
C: -0.82 -0.26 4.45
C: 0.79 -2.16 4.68
C: -1.47 -2.33 5.73
C: -0.77 -4.78 2.18
C: 0.74 -4.78 2.30
C: -1.19 -5.11 0.76
C: -1.41 -5.70 3.20
H: -5.26 -0.92 2.44
H: -3.77 -0.59 1.55
H: -3.80 -0.49 3.32
H: -5.47 -3.22 3.71
H: -4.18 -2.55 4.68
H: -4.01 -4.16 3.95
H: -5.36 -3.06 1.15
H: -4.18 -4.33 1.41
H: -3.78 -2.90 0.41
H: -0.26 0.11 3.59
H: -0.43 0.23 5.34
H: -1.86 0.03 4.33
H: 1.32 -1.94 3.75
H: 0.89 -3.22 4.91
H: 1.26 -1.61 5.48
H: -2.49 -1.94 5.74
H: -1.00 -2.03 6.68
H: -1.50 -3.41 5.72
H: 1.18 -4.04 1.63
H: 1.12 -5.76 2.01
H: 1.06 -4.60 3.32
H: -0.84 -4.35 0.06
H: -2.27 -5.21 0.67
H: -0.76 -6.07 0.46
H: -1.17 -5.39 4.22
H: -1.01 -6.71 3.07
H: -2.49 -5.74 3.09
C: -2.75 -0.26 -1.72
C: -1.94 -1.55 -1.81
O: -0.59 -1.35 -1.38
C: 0.32 -2.27 -1.97
C: 0.74 -1.93 -3.39
H: -3.80 -0.50 -1.78
H: -2.50 0.41 -2.53
H: -2.55 0.24 -0.78
H: -1.96 -1.93 -2.83
H: -2.39 -2.31 -1.15
H: -0.12 -3.28 -1.94
H: 1.20 -2.24 -1.33
H: -0.12 -1.83 -4.06
H: 1.37 -2.73 -3.78
H: 1.30 -1.00 -3.39
Cl: 3.28 1.65 -5.53
C: 3.92 0.12 -6.02
C: 3.64 -0.35 -7.29
C: 4.06 -1.62 -7.67
C: 4.70 -2.44 -6.76
C: 4.97 -1.98 -5.49
Cl: 5.75 -3.01 -4.34
C: 4.64 -0.67 -5.10
N: 4.97 -0.21 -3.84
C: 5.53 1.01 -3.53
C: 6.15 1.77 -4.54
C: 6.75 2.97 -4.23
C: 6.71 3.46 -2.93
C: 6.12 2.71 -1.93
C: 5.55 1.47 -2.20
C: 4.94 0.68 -1.08
C: 3.41 0.87 -1.06
O: 2.93 1.93 -0.64
O: 2.71 -0.10 -1.44
H: 3.09 0.27 -7.98
H: 3.87 -1.97 -8.67
H: 4.99 -3.44 -7.04
H: 4.98 -0.92 -3.11
H: 6.21 1.37 -5.54
H: 7.26 3.53 -5.01
H: 7.17 4.40 -2.69
H: 6.12 3.08 -0.92
H: 5.33 1.06 -0.13
H: 5.16 -0.38 -1.16
C: 4.49 -1.52 2.66
N: 3.40 -0.67 2.29
C: 3.15 0.59 2.77
C: 2.04 1.04 2.12
N: 1.60 0.07 1.26
C: 2.44 -0.93 1.38
H: 4.85 -1.26 3.65
H: 5.32 -1.42 1.95
H: 4.17 -2.56 2.66
H: 3.77 1.05 3.51
H: 1.54 1.98 2.23
H: 2.39 -1.85 0.83

Löwdin atomic charge list, values in e, 99 entries: atom 1 (Pt): 1.137, atom 2 (Br): 0.848, atom 3 (C): -0.522, atom 4 (C): -0.096, atom 5 (C): -0.032, atom 6 (C): 0.012, atom 7 (C): -0.147, atom 8 (C): 0.025, atom 9 (C): -0.031, atom 10 (C): -0.083, atom 11 (C): -0.252, atom 12 (C): -0.224, atom 13 (H): 0.108, atom 14 (H): 0.121, atom 15 (H): 0.128, atom 16 (H): 0.130, atom 17 (H): 0.115, atom 18 (H): 0.081, atom 19 (C): -0.118, atom 20 (C): -0.656, atom 21 (C): -0.089, atom 22 (C): -0.108, atom 23 (Sb): 1.773, atom 24 (C): -0.653, atom 25 (C): -0.127, atom 26 (C): -0.110, atom 27 (C): -0.090, atom 28 (C): -0.664, atom 29 (C): -0.115, atom 30 (C): -0.111, atom 31 (C): -0.091, atom 32 (H): 0.105, atom 33 (H): 0.061, atom 34 (H): 0.068, atom 35 (H): 0.109, atom 36 (H): 0.067, atom 37 (H): 0.075, atom 38 (H): 0.105, atom 39 (H): 0.076, atom 40 (H): 0.058, atom 41 (H): 0.035, atom 42 (H): 0.106, atom 43 (H): 0.065, atom 44 (H): 0.056, atom 45 (H): 0.075, atom 46 (H): 0.104, atom 47 (H): 0.069, atom 48 (H): 0.108, atom 49 (H): 0.079, atom 50 (H): 0.067, atom 51 (H): 0.103, atom 52 (H): 0.063, atom 53 (H): 0.058, atom 54 (H): 0.069, atom 55 (H): 0.104, atom 56 (H): 0.077, atom 57 (H): 0.108, atom 58 (H): 0.074, atom 59 (C): -0.055, atom 60 (C): -0.250, atom 61 (O): -0.266, atom 62 (C): -0.271, atom 63 (C): -0.049, atom 64 (H): 0.088, atom 65 (H): 0.075, atom 66 (H): 0.016, atom 67 (H): 0.124, atom 68 (H): 0.097, atom 69 (H): 0.114, atom 70 (H): 0.094, atom 71 (H): 0.079, atom 72 (H): 0.087, atom 73 (H): 0.049, atom 74 (Cl): 0.777, atom 75 (C): -0.577, atom 76 (C): -0.092, atom 77 (C): -0.060, atom 78 (C): -0.091, atom 79 (C): -0.579, atom 80 (Cl): 0.736, atom 81 (C): -0.294, atom 82 (N): 0.092, atom 83 (C): -0.216, atom 84 (C): -0.050, atom 85 (C): -0.056, atom 86 (C): -0.052, atom 87 (C): -0.021, atom 88 (C): -0.147, atom 89 (C): -0.043, atom 90 (C): -0.675, atom 91 (O): -0.012, atom 92 (O): -0.101, atom 93 (H): 0.110, atom 94 (H): 0.115, atom 95 (H): 0.113, atom 96 (H): 0.103, atom 97 (H): 0.116, atom 98 (H): 0.115, atom 99 (H): 0.110

---

[2]
ORCA calculation (wB97M-V/def2-TZVPD) on a molecular structure, C27H32Cl3N4O3SSiV.

ΔE to the lowest compared entry with this formula, charge and spin: 0.000 eV
Calculated total energy: -4505.3366 Ha
HOMO-LUMO gap (spin up / spin down): 6.216 / 7.217 eV
Total charge: -1
Spin multiplicity: 4

Element x y z (Å)
V: -0.15 0.20 0.22
C: 4.00 -5.64 4.71
C: 3.21 -4.38 4.48
C: 1.95 -4.22 5.06
C: 1.20 -3.07 4.83
C: 1.70 -2.07 4.01
C: 2.97 -2.21 3.46
C: 3.71 -3.35 3.69
S: 0.74 -0.61 3.65
O: -0.23 -0.52 4.72
O: 1.72 0.44 3.50
N: 0.08 -0.85 2.22
C: -1.15 -1.44 2.09
C: -1.83 -2.28 2.99
C: -3.04 -2.81 2.61
C: -3.58 -2.52 1.36
C: -2.87 -1.67 0.54
N: -1.70 -1.15 0.88
H: 3.72 -6.12 5.65
H: 5.07 -5.43 4.73
H: 3.82 -6.36 3.91
H: 1.55 -4.99 5.70
H: 0.25 -2.92 5.31
H: 3.37 -1.41 2.85
H: 4.70 -3.45 3.26
H: -1.41 -2.47 3.96
H: -3.58 -3.46 3.30
H: -4.54 -2.91 1.04
H: -3.23 -1.38 -0.44
Cl: -2.73 -0.06 -2.84
Si: -1.07 1.06 -2.08
Cl: 0.21 0.94 -3.92
Cl: -1.75 3.03 -2.40
C: 1.78 -2.70 -4.19
C: 1.43 -2.67 -2.74
C: 1.51 -3.61 -1.74
C: 1.01 -2.99 -0.58
N: 0.66 -1.73 -0.84
N: 0.91 -1.58 -2.16
C: 0.79 -3.63 0.74
H: 1.83 -3.73 -4.54
H: 2.75 -2.23 -4.36
H: 1.04 -2.16 -4.78
H: 1.86 -4.63 -1.83
H: 0.71 -0.70 -2.64
H: 1.26 -4.62 0.76
H: -0.28 -3.77 0.93
H: 1.19 -3.03 1.55
C: 3.75 1.52 1.38
C: 3.91 0.36 0.38
C: 2.94 0.74 -0.71
O: 1.81 1.25 0.00
C: 2.35 2.08 1.06
H: 4.51 2.28 1.21
H: 3.81 1.19 2.41
H: 3.57 -0.58 0.82
H: 4.93 0.23 0.03
H: 2.61 -0.08 -1.34
H: 3.35 1.54 -1.35
H: 1.66 2.02 1.89
H: 2.40 3.11 0.70
C: -2.07 4.25 2.47
C: -1.14 4.39 1.44
C: -0.63 3.27 0.81
C: -0.98 1.95 1.15
C: -1.92 1.86 2.19
C: -2.45 2.97 2.84
H: -2.48 5.12 2.96
H: -0.83 5.38 1.12
H: 0.07 3.43 -0.01
H: -2.25 0.89 2.54
H: -3.17 2.84 3.64

In the Löwdin picture, each atom carries the following charge in e: atom 1 (V): 0.507, atom 2 (C): -0.059, atom 3 (C): -0.280, atom 4 (C): -0.040, atom 5 (C): -0.055, atom 6 (C): -0.269, atom 7 (C): -0.060, atom 8 (C): -0.039, atom 9 (S): 0.595, atom 10 (O): -0.304, atom 11 (O): -0.304, atom 12 (N): -0.142, atom 13 (C): -0.427, atom 14 (C): -0.017, atom 15 (C): -0.073, atom 16 (C): -0.079, atom 17 (C): -0.116, atom 18 (N): 0.022, atom 19 (H): 0.072, atom 20 (H): 0.074, atom 21 (H): 0.080, atom 22 (H): 0.109, atom 23 (H): 0.102, atom 24 (H): 0.095, atom 25 (H): 0.112, atom 26 (H): 0.082, atom 27 (H): 0.102, atom 28 (H): 0.093, atom 29 (H): 0.067, atom 30 (Cl): 0.080, atom 31 (Si): -0.400, atom 32 (Cl): 0.063, atom 33 (Cl): 0.128, atom 34 (C): -0.022, atom 35 (C): -0.304, atom 36 (C): 0.007, atom 37 (C): -0.313, atom 38 (N): 0.038, atom 39 (N): 0.000, atom 40 (C): -0.014, atom 41 (H): 0.075, atom 42 (H): 0.080, atom 43 (H): 0.073, atom 44 (H): 0.103, atom 45 (H): -0.037, atom 46 (H): 0.080, atom 47 (H): 0.080, atom 48 (H): 0.048, atom 49 (C): -0.142, atom 50 (C): -0.146, atom 51 (C): -0.184, atom 52 (O): -0.263, atom 53 (C): -0.166, atom 54 (H): 0.105, atom 55 (H): 0.092, atom 56 (H): 0.097, atom 57 (H): 0.110, atom 58 (H): 0.100, atom 59 (H): 0.133, atom 60 (H): 0.093, atom 61 (H): 0.122, atom 62 (C): -0.135, atom 63 (C): -0.122, atom 64 (C): -0.205, atom 65 (C): -0.242, atom 66 (C): -0.135, atom 67 (C): -0.121, atom 68 (H): 0.082, atom 69 (H): 0.087, atom 70 (H): 0.065, atom 71 (H): 0.076, atom 72 (H): 0.087